1.
Below is a single C4H10N2O2 molecule in a non-equilibrium geometry, with properties calculated with the ωB97M-V functional and the def2-TZVPD basis.

The geometry in XYZ format:
```
18
Properties=species:S:1:pos:R:3:nbo_charge:R:1
C 2.17041 1.15607 -0.00279 -0.664
C 1.03529 0.18581 -0.25504 0.459
N 1.38001 -1.14676 -0.28912 -0.829
N -0.08224 0.70629 -0.68300 -0.548
C -1.20235 -0.21660 -0.95364 -0.308
C -1.92556 -0.51762 0.36334 0.359
O -2.65864 0.58644 0.81834 -0.706
O -0.90367 -0.87471 1.38721 -0.751
H 1.78329 2.11981 0.33792 0.241
H 2.85948 0.74893 0.74278 0.204
H 2.71889 1.31058 -0.93609 0.237
H 2.23215 -1.39968 0.20092 0.384
H 0.62650 -1.77517 -0.01637 0.409
H -0.85983 -1.14332 -1.42817 0.185
H -1.88410 0.28027 -1.65328 0.213
H -2.59357 -1.37660 0.26257 0.166
H -2.18027 1.36957 0.48428 0.479
H -0.51581 -0.01333 1.62014 0.471
```

SMILES: C/C(N)=N/CC(O)O
highest occupied orbital energy: -9.37 eV
E_LUMO: 0.818 eV
gap between HOMO and LUMO: 0.3743 hartree
energy relative to the best compared isomer or geometry (same formula, charge and spin): 40.97 kcal/mol



2.
Below is a single C5H12O2 molecule, with properties calculated with the ωB97M-V functional and the def2-TZVPD basis.

The geometry in XYZ format:
```
19
Properties=species:S:1:pos:R:3:nbo_charge:R:1
C 2.47133 -0.57802 0.63533 -0.610
C 1.62226 0.08158 -0.44983 -0.417
C 0.16110 -0.19336 -0.10074 0.108
O -0.09276 0.16373 1.26567 -0.747
C -0.93430 0.37363 -0.99844 -0.455
C -2.27738 0.02263 -0.35396 -0.062
O -2.62588 0.94065 0.67875 -0.735
H 3.54362 -0.41155 0.51246 0.207
H 2.15187 -0.19199 1.60584 0.228
H 2.28535 -1.65988 0.64337 0.198
H 1.85933 -0.33888 -1.43773 0.202
H 1.81465 1.16181 -0.50595 0.197
H 0.04277 -1.28728 -0.13776 0.159
H -0.50873 1.03718 1.28243 0.477
H -0.87975 -0.07429 -1.99950 0.218
H -0.84348 1.46184 -1.12894 0.210
H -2.18304 -0.99136 0.05855 0.169
H -3.09089 0.00875 -1.08487 0.176
H -2.51606 0.47480 1.51530 0.478
```

SMILES: CC[C@@H](O)CCO
highest occupied orbital energy: -9.95 eV
E_LUMO: 0.970 eV
gap between HOMO and LUMO: 0.4014 hartree
energy relative to the best compared isomer or geometry (same formula, charge and spin): 20.94 kcal/mol



3.
Below is a single C4H8OS molecule in a non-equilibrium geometry, with properties calculated with the ωB97M-V functional and the def2-TZVPD basis.

The geometry in XYZ format:
```
14
Properties=species:S:1:pos:R:3:nbo_charge:R:1
C -0.81265 -1.09000 -1.52468 -0.242
O -0.22733 -1.08847 -0.21612 -0.519
C 0.11882 0.06985 0.40250 0.356
C 1.46830 -0.01859 1.04717 -0.662
C -0.65226 1.30154 0.28373 -0.577
S -1.33583 0.51437 1.79228 -0.105
H -0.20590 -0.32088 -2.15505 0.167
H -1.78856 -0.81721 -1.54599 0.179
H -0.60431 -2.06093 -2.04843 0.207
H 1.41460 0.08755 2.10862 0.252
H 1.95264 0.92040 0.66798 0.216
H 2.03099 -1.00847 0.64193 0.244
H -0.00501 2.30339 0.43313 0.237
H -1.51703 1.34887 -0.53122 0.248
```

SMILES: CO[C@@]1(C)CS1
highest occupied orbital energy: -8.29 eV
E_LUMO: 0.850 eV
gap between HOMO and LUMO: 0.3358 hartree
energy relative to the best compared isomer or geometry (same formula, charge and spin): 58.84 kcal/mol



4.
Below is 2 unconnected molecules or ions with the total composition C2H8Cl2N2Si in a non-equilibrium geometry, with properties calculated with the ωB97M-V functional and the def2-TZVPD basis.

The geometry in XYZ format:
```
15
Properties=species:S:1:pos:R:3:nbo_charge:R:1
C 1.39019 -1.35354 -0.93737 -0.468
C -2.55440 1.16912 -0.58846 -1.144
N 2.53188 -0.10487 0.62405 -0.598
N 1.86033 -0.05878 -0.52303 -0.224
Si -1.05022 0.65199 0.50538 1.164
Cl -1.14894 1.99338 2.13052 -0.433
Cl -1.17648 -1.07951 1.53070 -0.399
H 1.27052 -1.90681 -0.02915 0.171
H 0.32294 -1.23895 -1.27151 0.208
H 2.19418 -1.70928 -1.58237 0.221
H -3.41823 1.31403 0.20884 0.250
H -2.49779 2.11260 -1.12679 0.259
H -2.96085 0.28354 -1.21700 0.251
H 2.09835 -0.75363 1.43457 0.351
H 3.13850 0.68073 0.84161 0.391
```

highest occupied orbital energy (spin up / spin down): -7.81 / -7.64 eV
E_LUMO (spin up / spin down): 0.598 / -0.934 eV
gap between HOMO and LUMO (spin up / spin down): 0.3090 / 0.2465 hartree
energy relative to the best compared isomer or geometry (same formula, charge and spin): 66.29 kcal/mol